This record from the Open Molecules 2025 dataset describes C57H61N12O6PS2 as an isolated structure at a distorted geometry. The level of theory is ωB97M-V/def2-TZVPD.

The geometry in XYZ format:
```
139
Properties=species:S:1:pos:R:3:forces:R:3
N -0.77600 -7.04675 -0.97809 -0.392 0.216 -0.128
P -0.79568 -5.61514 -1.55510 0.553 -1.792 0.619
O 0.21692 -5.43238 -2.77032 0.497 0.867 0.537
O -2.19466 -5.12862 -2.08289 -0.414 0.380 -0.773
C -0.29021 -4.32662 -0.33430 -0.931 -0.276 -1.768
O -1.45846 -3.93900 0.39157 1.855 -0.310 0.386
S -0.87228 -3.33205 1.77269 -1.300 0.693 -0.598
O -1.61837 -4.00398 2.74178 -0.106 -1.286 1.784
O -0.98415 -1.94436 1.69878 0.108 2.358 -0.037
O 0.68351 -3.64323 1.69296 -0.628 -0.688 -1.494
C 0.80900 -4.68559 0.62625 0.534 -0.170 1.296
S 0.70827 -6.24830 1.52445 -0.361 -1.088 -0.631
H -1.70353 -7.45513 -1.04597 0.197 -0.356 0.351
H 1.13505 -5.37977 -2.43027 0.041 -0.320 -0.628
H -2.54080 -5.82055 -2.68098 -0.119 0.441 0.202
H 0.05985 -3.49391 -0.94415 0.103 0.430 0.174
H 1.72410 -4.54501 0.06785 0.596 0.176 0.481
H 1.70738 -6.05714 2.39701 0.130 0.603 -0.158
N 3.08087 -1.91258 -1.34767 -0.091 -0.057 0.033
C 3.16658 -1.74829 -0.02825 0.007 -0.191 0.017
C 3.01217 -0.53047 0.61272 0.023 -0.013 -0.031
C 2.76200 0.58881 -0.16459 -0.038 0.122 0.125
C 2.66984 0.44096 -1.53835 -0.025 0.052 -0.001
C 2.83415 -0.82512 -2.07771 -0.016 -0.067 -0.109
H 3.36943 -2.65407 0.53604 0.017 0.072 0.110
H 3.08668 -0.46162 1.68925 -0.007 -0.027 0.006
H 2.63611 1.56388 0.29167 -0.003 0.014 -0.027
H 2.47281 1.28776 -2.18194 0.030 -0.047 -0.081
H 2.76597 -0.98422 -3.14833 -0.004 0.072 -0.011
N 1.97076 2.14682 -4.70188 -0.059 0.011 0.001
C 1.49127 3.36804 -4.47600 0.074 0.008 0.140
C 0.62326 4.02504 -5.33431 0.001 0.001 -0.019
C 0.23427 3.37906 -6.49524 -0.042 0.027 -0.042
C 0.72458 2.10859 -6.74788 -0.004 0.008 0.009
C 1.58445 1.53989 -5.82141 0.063 -0.109 0.021
H 1.82355 3.83862 -3.55652 -0.044 0.051 -0.009
H 0.26328 5.01618 -5.09654 0.005 0.001 0.033
H -0.44121 3.85779 -7.19246 -0.003 0.002 -0.002
H 0.44665 1.56853 -7.64240 0.012 -0.022 0.002
H 1.98866 0.54537 -5.97754 -0.026 -0.002 -0.060
N 3.37446 -6.58472 -2.12155 -0.225 0.043 0.166
C 4.46664 -6.11837 -1.51830 0.059 0.209 -0.022
C 5.28029 -6.88849 -0.70190 -0.030 -0.038 -0.018
C 4.93786 -8.21541 -0.49486 0.021 -0.019 0.042
C 3.80351 -8.71651 -1.11080 0.079 0.040 -0.025
C 3.06318 -7.86446 -1.91423 -0.232 0.025 -0.123
H 4.69441 -5.07391 -1.70440 0.024 0.007 0.039
H 6.15772 -6.45782 -0.23971 -0.004 0.028 -0.014
H 5.54552 -8.84834 0.13905 0.000 0.002 0.006
H 3.49725 -9.74375 -0.97238 -0.030 0.005 -0.020
H 2.16725 -8.20998 -2.41736 -0.022 -0.063 0.076
N 1.90244 4.05446 0.92226 0.048 -0.040 0.056
C 2.48582 4.44121 2.05562 0.115 -0.006 -0.043
C 1.78542 4.85525 3.17770 -0.024 0.027 0.056
C 0.40121 4.87071 3.11904 -0.029 0.010 0.021
C -0.22216 4.47278 1.94791 0.001 0.025 0.034
C 0.57230 4.07469 0.88457 -0.022 -0.087 -0.183
H 3.57030 4.41530 2.05891 0.001 0.025 0.078
H 2.31366 5.15703 4.07199 0.060 0.005 -0.031
H -0.18254 5.18808 3.97370 0.001 -0.005 0.007
H -1.29993 4.46974 1.85743 -0.002 -0.019 -0.036
H 0.12696 3.75296 -0.04986 -0.099 0.064 0.022
N 4.77960 6.64114 4.73132 -0.062 0.115 0.004
C 4.85721 6.81420 6.04942 0.034 -0.155 0.030
C 4.69648 8.03882 6.67931 0.020 -0.042 -0.036
C 4.44453 9.15117 5.89527 -0.080 0.196 0.061
C 4.36194 8.99376 4.52198 0.017 -0.065 -0.016
C 4.53436 7.72338 3.99339 0.021 -0.112 -0.097
H 5.05995 5.91739 6.62522 -0.007 0.030 0.051
H 4.76823 8.11747 7.75534 0.011 -0.014 0.006
H 4.31594 10.12701 6.34784 0.051 0.002 0.015
H 4.16742 9.83664 3.87290 -0.010 -0.011 -0.020
H 4.47383 7.55336 2.92364 -0.017 0.062 -0.012
N 6.16176 11.87233 7.35692 0.154 -0.052 -0.015
C 7.16199 11.40444 6.61034 -0.138 -0.017 -0.056
C 8.50012 11.52970 6.94973 -0.001 -0.007 -0.030
C 8.82232 12.17925 8.12870 0.082 0.007 0.025
C 7.79777 12.67328 8.91704 -0.002 0.000 -0.003
C 6.49251 12.49235 8.48733 -0.186 0.038 0.044
H 6.86648 10.90310 5.69485 0.065 -0.029 -0.008
H 9.26858 11.12710 6.30454 -0.015 -0.009 -0.022
H 9.85551 12.29816 8.42845 0.004 -0.001 0.000
H 8.00339 13.18777 9.84539 -0.027 0.004 0.011
H 5.66011 12.86177 9.07642 0.040 0.027 0.043
N -4.40197 -6.84854 -5.26833 0.077 0.035 -0.001
C -3.73868 -7.38082 -6.29211 -0.012 -0.116 0.037
C -3.27958 -6.64711 -7.37708 -0.044 0.005 0.034
C -3.52718 -5.28572 -7.39781 0.130 0.083 -0.065
C -4.21672 -4.71325 -6.34184 0.062 -0.002 0.039
C -4.62929 -5.53636 -5.30656 -0.063 0.024 0.133
H -3.57006 -8.45034 -6.23377 0.036 0.001 -0.049
H -2.74371 -7.13211 -8.18108 0.002 -0.024 0.008
H -3.18804 -4.67623 -8.22582 -0.006 0.000 -0.007
H -4.42940 -3.65327 -6.32209 -0.018 0.001 0.021
H -5.17003 -5.13287 -4.45673 -0.008 0.066 -0.034
N -6.89238 -4.37318 -11.17342 0.000 0.013 0.036
C -6.25399 -5.00957 -10.19510 0.083 -0.043 -0.061
C -6.64695 -4.97383 -8.86598 -0.079 -0.008 -0.040
C -7.76709 -4.23071 -8.53328 -0.029 0.018 0.054
C -8.44413 -3.56015 -9.53803 0.017 -0.001 0.005
C -7.96711 -3.66584 -10.83609 -0.033 0.037 -0.107
H -5.38059 -5.57720 -10.49966 0.003 -0.028 0.060
H -6.09069 -5.51254 -8.11441 -0.012 -0.048 -0.009
H -8.10690 -4.17548 -7.50674 -0.003 -0.009 0.003
H -9.32303 -2.96822 -9.32281 -0.009 0.006 -0.024
H -8.46847 -3.15987 -11.65399 -0.042 0.025 0.040
N 0.85766 -2.90836 6.66900 -0.012 -0.019 0.015
C 0.02664 -3.16896 5.66190 0.313 0.030 -0.149
C -1.33475 -3.33947 5.80734 -0.306 -0.055 0.141
C -1.87430 -3.25178 7.08011 -0.031 0.045 0.057
C -1.02862 -2.98648 8.14465 -0.016 0.005 -0.027
C 0.32332 -2.81922 7.88374 0.100 0.013 0.054
H 0.48653 -3.24816 4.68201 -0.027 0.014 -0.012
H -1.95141 -3.54363 4.94730 -0.003 -0.013 -0.017
H -2.93721 -3.38300 7.23783 -0.005 -0.002 -0.009
H -1.40669 -2.90696 9.15479 0.023 0.003 0.015
H 1.02107 -2.60489 8.68637 -0.047 -0.001 0.044
N -2.22568 3.75877 -1.49693 -0.061 -0.139 0.045
C -2.03792 2.44258 -1.40108 0.156 0.087 -0.051
C -3.04715 1.53972 -1.10630 0.022 -0.037 0.010
C -4.32296 2.03107 -0.89326 -0.077 -0.010 -0.057
C -4.54026 3.39486 -0.98552 0.040 0.013 -0.007
C -3.46112 4.20989 -1.29160 0.051 0.165 -0.012
H -1.02141 2.10215 -1.57029 -0.023 -0.079 0.001
H -2.83543 0.48080 -1.04387 0.033 0.004 0.009
H -5.13828 1.36032 -0.66160 -0.040 -0.003 -0.099
H -5.52169 3.81916 -0.82457 0.004 0.024 -0.011
H -3.58517 5.28404 -1.37788 -0.059 -0.003 0.018
N -5.72989 -2.04610 3.87319 0.007 0.057 -0.030
C -6.55861 -1.01685 3.71871 -0.065 -0.045 0.088
C -6.37446 -0.01483 2.77832 0.013 -0.012 -0.003
C -5.26308 -0.08748 1.95510 -0.030 0.022 -0.005
C -4.38878 -1.15010 2.10262 0.023 0.086 -0.149
C -4.66755 -2.09797 3.07099 0.005 -0.248 0.186
H -7.41308 -1.00055 4.38697 -0.022 0.052 -0.028
H -7.08294 0.79830 2.69537 -0.012 -0.002 0.024
H -5.07855 0.67237 1.20947 0.016 0.009 0.106
H -3.50878 -1.24323 1.48109 0.047 -0.010 0.055
H -4.01114 -2.94825 3.21864 0.056 0.026 -0.058
```
Forces are in eV/Å.

Values from the calculation:
Calculated total energy ... -4454.8180 hartree
Spin multiplicity ... 1
Energy relative to the best compared isomer or geometry (same formula, charge and spin) ... 0.0 kcal per mole
Lowest unoccupied orbital energy ... 0.34 eV
E_HOMO ... -9.27 eV